Formula: C32H38INO
Source: OMol25
Level of theory: ωB97M-V with the def2-TZVPD basis set

Positions of all 73 atoms, in Å:
C 2.7956 0.8750 -3.1076
C 1.6842 0.2969 -4.1655
C 1.3668 -1.3063 -4.0361
C 2.1994 -2.0889 -2.8603
C -0.2325 -1.5681 -3.7467
C -1.1277 -1.1569 -5.0817
O -0.9317 -1.4918 -6.3642
N -2.2380 -0.3468 -4.4254
C -1.9804 0.0186 -2.9738
C -0.8788 -1.0194 -2.3206
I -2.2182 -2.4466 -1.2489
H 2.3001 1.1583 -2.0610
H 3.1671 1.9176 -3.5537
H 3.7621 0.2181 -2.9959
H 1.9717 0.6087 -5.2629
H 0.6644 0.8640 -3.9162
H 1.6683 -1.7992 -5.0798
H 3.3332 -2.1946 -3.2113
H 1.8191 -3.2111 -2.7346
H 2.1762 -1.5629 -1.8071
H -0.3017 -2.7299 -3.6030
H -3.1209 -0.9170 -4.4622
H -1.7201 1.1612 -3.0511
H -2.9612 -0.0368 -2.3376
H -0.1859 -0.3612 -1.6136
C 5.5325 2.0215 1.6947
C 4.2842 2.0657 2.3146
C 3.2293 1.3022 1.8155
C 3.4258 0.4860 0.7012
C 4.6753 0.4388 0.0836
C 5.7276 1.2095 0.5771
H 6.3535 2.6193 2.0819
H 4.1330 2.6965 3.1871
H 2.2549 1.3421 2.2948
H 2.6052 -0.1129 0.3151
H 4.8287 -0.1986 -0.7838
H 6.6994 1.1768 0.0923
C -6.2172 -3.5533 3.6096
C -6.1950 -2.1777 3.3820
C -5.3954 -1.6506 2.3683
C -4.6248 -2.5011 1.5749
C -4.6500 -3.8771 1.8001
C -5.4425 -4.4033 2.8199
H -6.8379 -3.9634 4.4019
H -6.8007 -1.5157 3.9958
H -5.3731 -0.5780 2.1956
H -4.0054 -2.0910 0.7817
H -4.0507 -4.5399 1.1807
H -5.4576 -5.4749 2.9987
C -4.3952 -3.0369 6.4052
C -5.4424 -3.6512 7.0913
C -5.6826 -3.3340 8.4279
C -4.8809 -2.3940 9.0761
C -3.8360 -1.7769 8.3888
C -3.5901 -2.1010 7.0549
H -4.2062 -3.2869 5.3645
H -6.0714 -4.3786 6.5841
H -6.4944 -3.8179 8.9641
H -5.0709 -2.1431 10.1163
H -3.2124 -1.0432 8.8937
H -2.7725 -1.6241 6.5214
C 5.8667 5.6136 -3.7274
C 4.6908 4.9766 -3.3320
C 3.4853 5.2815 -3.9635
C 3.4575 6.2171 -4.9981
C 4.6342 6.8513 -5.3960
C 5.8380 6.5532 -4.7582
H 6.8054 5.3782 -3.2328
H 4.7137 4.2426 -2.5305
H 2.5681 4.7900 -3.6506
H 2.5190 6.4513 -5.4936
H 4.6126 7.5791 -6.2034
H 6.7535 7.0515 -5.0648

LUMO level: -0.0105 Eh
orbital gap: 8.959 eV
M: 579.566 g/mol
SMILES: CC[C@@H](C)[C@@H]1C(=O)NC[C@H]1I.c1ccccc1.c1ccccc1.c1ccccc1.c1ccccc1
F_max: 8.795 eV/A
highest occupied orbital energy: -9.2 eV
total charge: 0

***

Formula: C3H4N2O3S
Source: OMol25
Level of theory: ωB97M-V with the def2-TZVPD basis set

Positions of all 13 atoms, in Å:
C -0.9612 0.3389 -0.1076
C -0.8208 -1.9079 0.0097
C 0.5098 -0.0020 -0.0096
N -1.4247 1.4892 -0.1751
N 0.4457 -1.4347 0.0750
O -1.1912 -3.0418 0.0297
O -4.3567 0.8559 0.4623
O -1.6703 -0.8355 -0.1038
S -5.3455 -0.0505 -0.1417
H 1.0507 0.3489 -0.8951
H 0.9565 0.4656 0.8732
H -2.4406 1.5436 -0.2051
H 1.2333 -2.0383 0.2232

LUMO level (spin up / spin down): -0.0604 / -0.0619 Eh
orbital gap (spin up / spin down): 7.818 / 7.751 eV
M: 148.143 g/mol
SMILES: [H]/N=C1/CNC(=O)O1.O=S
F_max: 0.615 eV/A
energy above the lowest of the compared OMol25 structures with the same formula, charge and spin: 28.8 kcal per mole
highest occupied orbital energy (spin up / spin down): -9.5 / -9.4 eV
total charge: 0